Entry 1:
Computed, not measured: a 3-piece molecular cluster, C16H32O7S2 overall, with wB97M-V/def2-TZVPD.

Geometry as XYZ:
```
57
Properties=species:S:1:pos:R:3
O 2.5968 1.1780 -1.2158
S 3.4168 0.7823 -2.3415
O 2.8701 0.5914 -3.6701
C 4.8056 1.8940 -2.4468
C 5.8645 1.2573 -1.5591
C 5.8236 -0.2376 -1.8727
C 4.3568 -0.6649 -1.8791
H 4.5115 2.8918 -2.1167
H 5.1323 1.9233 -3.4906
H 6.8543 1.6843 -1.7448
H 5.6173 1.4205 -0.5033
H 6.2639 -0.4150 -2.8614
H 6.4010 -0.8192 -1.1472
H 4.1736 -1.4634 -2.6025
H 4.0273 -0.9797 -0.8852
O -4.0702 -1.4904 0.7085
S -5.2128 -1.7397 -0.1450
O -5.7994 -0.7079 -0.9767
C -4.8605 -3.1624 -1.1587
C -5.3318 -4.3441 -0.3243
C -6.6707 -3.9190 0.2767
C -6.4961 -2.5068 0.8329
H -3.7953 -3.1997 -1.3932
H -5.4460 -3.0712 -2.0784
H -5.4276 -5.2504 -0.9292
H -4.6136 -4.5468 0.4792
H -7.4374 -3.9144 -0.5076
H -7.0027 -4.6120 1.0560
H -7.4164 -1.9237 0.7462
H -6.1633 -2.5252 1.8743
C 0.0673 0.2992 -2.1912
O 0.1199 -0.9932 -1.4936
C -0.9180 -1.1222 -0.4608
C -1.2275 0.2399 0.3964
C 0.0675 0.8952 1.1582
C -0.2721 1.3830 2.7179
C 1.1990 1.5871 3.4460
C 1.7164 3.1552 3.4367
O 1.7913 3.7350 2.0653
C 2.9430 4.6933 2.1116
O 2.7748 6.0280 1.9411
H 0.5352 0.1945 -3.2716
H -1.0034 0.7483 -2.3352
H 0.7923 1.0327 -1.5929
H -1.9420 -1.5681 -0.8587
H -0.5224 -1.9262 0.3283
H -1.9947 -0.0761 1.2545
H -1.8076 1.0394 -0.2632
H 1.0123 0.1713 1.1383
H 0.3207 1.9084 0.5807
H -0.8794 0.5649 3.2941
H -0.7945 2.4335 2.6781
H 1.1032 1.2475 4.5651
H 2.0262 0.8864 2.9467
H 2.8243 3.1435 3.8609
H 1.0345 3.8394 4.1165
H 4.0618 4.3306 2.3075
```

- SMILES string = O=S1(=O)CCCC1.O=S1(=O)CCCC1.COCCCCCCOC=O
- HOMO energy (hartree) = -0.31953
- molecular weight (g/mol) = 400.559
- frontier orbital gap (eV) = 9.1
- maximum force (eV Å⁻¹) = 9.30
- E (eV) = -53107.1865

These are the Löwdin partial charges, in e, on atoms 1 to 8:
1 O -0.344
2 S 0.687
3 O -0.324
4 C -0.231
5 C -0.228
6 C -0.221
7 C -0.217
8 H 0.111

=====

Entry 2:
Computed, not measured: C16H33BHfN2OP2 as an isolated structure, with wB97M-V/def2-TZVPD.

Geometry as XYZ:
```
56
Properties=species:S:1:pos:R:3
Hf -0.2827 0.3433 -0.0584
P -2.4447 -1.0292 -0.7152
P 2.2147 1.2189 0.9199
N 0.6579 -1.4101 0.0459
H -1.5378 1.2737 -0.7906
C -2.6554 -1.3341 -2.5117
H -3.6751 -1.6856 -2.7248
H -1.9289 -2.0915 -2.8363
H -2.4634 -0.4078 -3.0686
C -4.0953 -0.4027 -0.2281
H -4.8920 -1.0403 -0.6389
H -4.2062 0.6227 -0.6054
H -4.1640 -0.3789 0.8685
C -2.4825 -2.7430 -0.0487
H -3.4569 -3.2196 -0.2326
H -2.2887 -2.7117 1.0320
H -1.6843 -3.3357 -0.5149
C 3.4295 1.6458 -0.3810
H 4.3278 2.0981 0.0620
H 2.9723 2.3320 -1.1027
H 3.7034 0.7250 -0.9102
C 2.1073 2.7975 1.8461
H 3.1193 3.1628 2.0783
H 1.5439 2.6304 2.7754
H 1.5720 3.5430 1.2408
C 3.2576 0.1858 2.0050
H 4.1656 0.7306 2.3002
H 3.5300 -0.7307 1.4679
H 2.6819 -0.0932 2.8949
C 1.1879 -2.5849 0.3274
C 2.2743 -4.6808 -0.3762
C 1.7900 -3.4204 -0.6780
C 1.1750 -3.1093 1.6759
C 1.6667 -4.3738 1.9566
C 2.2143 -5.1693 0.9440
H 2.7064 -5.2966 -1.1670
H 1.8269 -3.0150 -1.6951
H 0.7460 -2.4778 2.4536
H 1.6235 -4.7486 2.9854
H 2.5972 -6.1685 1.1716
C -0.6748 2.2512 -1.5211
O 0.5455 1.5604 -1.4234
C -1.1407 2.3669 -2.9552
H -1.9652 3.0804 -3.0422
H -1.4730 1.4060 -3.3572
H -0.2985 2.7213 -3.5611
C -0.7204 3.5547 -0.7492
H 0.1976 4.1307 -0.9273
H -0.8339 3.4112 0.3365
H -1.5768 4.1509 -1.0857
B -1.9867 1.5422 4.2818
C -1.4109 1.2426 2.9052
N -0.9669 0.9850 1.8414
H -1.1007 1.3167 5.0930
H -2.9413 0.7941 4.4423
H -2.3263 2.7156 4.2904
```

- HOMO energy (alpha / beta) (hartree) = -0.23436 / -0.23441
- molecular weight (g/mol) = 520.703
- frontier orbital gap (alpha / beta) (eV) = 6.2 / 6.2
- maximum force (eV Å⁻¹) = 8.20
- relative energy (zero: lowest compared OMol25 entry of this formula, charge and spin) (eV) = 0.000
- E (eV) = -42716.0505

These are the Löwdin partial charges, in e, on atoms 1 to 8:
1 Hf 1.080
2 P 0.733
3 P 0.753
4 N -0.213
5 H 0.032
6 C -0.246
7 H 0.054
8 H 0.055